1.
Molecular formula: C17H22N4O5
Method: DFT, ωB97M-V/def2-TZVPD

XYZ file:
```
48
Properties=species:S:1:pos:R:3:forces:R:3:lowdin_charge:R:1
C -2.468 1.470 -6.919 0.0 0.0 0.0 0.14
C -2.183 0.312 -6.822 0.0 0.0 0.0 -0.09
C -1.838 -1.102 -6.714 0.0 0.0 0.0 -0.16
O -0.780 -1.320 -5.762 0.0 0.0 0.0 0.01
C -1.155 -1.338 -4.476 0.0 0.0 0.0 -0.47
O -2.291 -1.229 -4.097 0.0 0.0 0.0 0.13
C 0.032 -1.549 -3.572 0.0 0.0 0.0 -0.06
N -0.396 -1.489 -2.200 0.0 0.0 0.0 0.09
C 0.403 -0.977 -1.236 0.0 0.0 0.0 -0.43
O 1.574 -0.699 -1.427 0.0 0.0 0.0 0.08
C -0.276 -0.733 0.107 0.0 0.0 0.0 -0.22
C -1.115 0.549 0.028 0.0 0.0 0.0 -0.13
C -1.844 0.861 1.328 0.0 0.0 0.0 -0.17
C -2.695 2.107 1.220 0.0 0.0 0.0 -0.25
O -1.858 3.213 0.948 0.0 0.0 0.0 -0.19
C -2.584 4.412 0.829 0.0 0.0 0.0 -0.12
N 0.766 -0.650 1.107 0.0 -0.1 -0.1 0.13
C 0.626 -1.221 2.325 -0.1 0.1 0.1 -0.45
O -0.419 -1.682 2.746 0.0 0.0 0.0 0.08
C 1.868 -1.174 3.178 0.1 0.1 -0.1 -0.19
C 2.003 -0.216 4.176 -0.1 -0.1 0.1 -0.06
N 3.084 -0.148 4.939 0.0 0.0 0.0 0.13
C 4.045 -1.045 4.714 0.0 0.0 0.0 -0.32
C 5.266 -0.985 5.580 0.0 0.0 0.0 -0.04
C 3.905 -1.989 3.701 0.0 0.0 0.0 -0.08
N 2.830 -2.052 2.924 0.0 0.0 0.0 0.15
H -2.721 2.499 -7.003 0.0 0.0 0.0 0.03
H -2.713 -1.683 -6.427 0.0 0.0 0.0 0.13
H -1.446 -1.473 -7.658 0.0 0.0 0.0 0.13
H 0.486 -2.511 -3.827 0.0 0.0 0.0 0.15
H 0.789 -0.787 -3.763 0.0 0.0 0.0 0.14
H -1.387 -1.588 -2.036 0.0 0.0 0.0 0.14
H -0.921 -1.578 0.362 0.0 0.0 0.0 0.16
H -0.461 1.383 -0.239 0.0 0.0 0.0 0.13
H -1.846 0.444 -0.782 0.0 0.0 0.0 0.12
H -2.480 0.020 1.615 0.0 0.0 0.0 0.12
H -1.123 0.996 2.137 0.0 0.0 0.0 0.11
H -3.437 1.999 0.414 0.0 0.0 0.0 0.13
H -3.245 2.276 2.155 0.0 0.0 0.0 0.12
H -1.873 5.209 0.624 0.0 0.0 0.0 0.09
H -3.309 4.358 0.008 0.0 0.0 0.0 0.09
H -3.125 4.644 1.755 0.0 0.0 0.0 0.09
H 1.691 -0.446 0.752 0.0 0.0 0.0 0.14
H 1.215 0.505 4.359 0.0 0.0 0.0 0.12
H 5.998 -1.738 5.290 0.0 0.0 0.0 0.07
H 5.726 0.000 5.510 0.0 0.0 0.0 0.08
H 4.993 -1.145 6.623 0.0 0.0 0.0 0.08
H 4.691 -2.710 3.508 0.0 0.0 0.0 0.11
```
Forces are in eV/Å.

Values from the calculation:
Charge = 0
Energy above the lowest of the compared OMol25 structures with the same formula, charge and spin = 2.220 eV
SMILES = C#CCOC(=O)CNC(=O)[C@H](CCCOC)NC(=O)c1cnc(C)cn1
Kohn-Sham gap = 9.91 eV


2.
Molecular formula: C17H23BCl2MnN2O2SSe
Method: DFT, ωB97M-V/def2-TZVPD

XYZ file:
```
50
Properties=species:S:1:pos:R:3:forces:R:3:lowdin_charge:R:1
Mn -1.861 -1.297 -0.695 -0.1 0.9 0.4 0.05
Cl -2.049 -3.214 0.248 -0.2 -2.0 0.8 0.89
C -2.455 -2.888 1.949 0.0 0.2 0.0 -0.52
C -2.589 -3.941 2.820 0.1 -0.2 -0.2 -0.06
C -2.888 -3.628 4.138 0.0 0.1 0.1 -0.02
C -3.017 -2.306 4.541 0.0 -0.1 0.1 -0.05
C -2.873 -1.277 3.626 0.0 0.1 0.2 -0.67
Cl -3.025 0.365 4.115 0.0 0.0 0.0 0.76
C -2.605 -1.559 2.295 0.1 0.1 -0.4 -0.61
S -2.522 -0.252 1.106 0.0 0.0 -0.1 0.81
H -2.471 -4.967 2.494 0.0 0.1 0.0 0.13
H -3.019 -4.427 4.854 0.0 0.0 0.0 0.13
H -3.236 -2.067 5.573 0.0 0.0 0.0 0.13
C 2.877 -1.988 0.726 0.0 -0.1 -0.1 0.00
C 1.982 -0.805 1.025 0.1 0.0 -0.1 -0.41
C 2.166 -0.351 2.458 0.0 0.0 0.1 0.01
O 0.582 -1.296 0.896 -0.1 0.0 0.0 0.10
B 0.063 -0.692 -0.178 0.6 0.3 0.2 -0.76
O 0.813 0.202 -0.842 -0.1 0.0 0.0 0.09
C 2.063 0.364 -0.044 -0.1 -0.1 0.1 -0.41
C 1.990 1.751 0.558 -0.1 0.1 0.0 0.00
C 3.227 0.264 -1.002 0.0 0.0 -0.1 0.01
H 2.640 -2.790 1.423 0.0 0.0 0.0 0.10
H 3.926 -1.721 0.859 0.0 0.0 0.0 0.11
H 2.736 -2.365 -0.287 0.0 0.0 0.0 0.10
H 2.207 -1.220 3.113 0.0 0.0 0.0 0.10
H 1.348 0.290 2.787 0.1 0.0 0.0 0.10
H 3.105 0.194 2.565 0.0 -0.1 0.0 0.11
H 1.123 1.862 1.212 0.0 0.0 0.0 0.10
H 1.918 2.483 -0.249 0.0 0.0 0.0 0.10
H 2.887 1.978 1.133 0.0 0.0 0.0 0.11
H 3.240 -0.683 -1.538 0.0 0.0 0.0 0.09
H 4.168 0.373 -0.460 0.0 0.0 0.0 0.11
H 3.163 1.072 -1.733 0.0 0.0 0.0 0.10
C -0.508 0.886 -5.225 0.0 0.1 0.1 0.02
N -0.584 1.805 -4.075 0.1 0.0 -0.4 -0.09
C -0.105 3.100 -4.044 0.0 -0.2 -0.1 0.02
C -0.386 3.598 -2.821 0.0 -0.1 0.2 0.01
N -1.034 2.604 -2.117 -0.1 0.3 0.2 -0.08
C -1.544 2.714 -0.746 0.0 0.0 -0.1 0.02
C -1.138 1.530 -2.897 0.2 0.0 0.4 -0.58
Se -2.054 -0.054 -2.507 -0.6 0.6 -1.3 0.98
H -0.069 1.419 -6.061 0.0 0.1 0.0 0.11
H -1.504 0.552 -5.500 -0.1 0.0 0.0 0.10
H 0.113 0.029 -4.976 0.0 0.0 0.1 0.10
H 0.390 3.548 -4.888 0.0 0.0 0.0 0.15
H -0.181 4.567 -2.398 0.0 0.0 0.0 0.15
H -1.423 3.739 -0.413 0.0 0.0 0.0 0.11
H -0.986 2.047 -0.093 0.1 0.0 0.0 0.06
H -2.600 2.454 -0.724 0.0 0.0 -0.1 0.10
```
Forces are in eV/Å.

Values from the calculation:
Charge = +2
Energy above the lowest of the compared OMol25 structures with the same formula, charge and spin = 1.859 eV
<S²> = 4.021
Kohn-Sham gap (alpha / beta) = 5.54 / 7.19 eV
2S+1 = 4


3.
Molecular formula: C17H23Cl3O2Ti
Method: DFT, ωB97M-V/def2-TZVPD

XYZ file:
```
46
Properties=species:S:1:pos:R:3:forces:R:3:lowdin_charge:R:1
C -1.817 0.761 -2.452 -0.9 -0.9 1.5 -0.30
C -1.889 1.745 -1.428 -0.2 -1.9 -0.3 -0.30
C -2.258 1.114 -0.202 -0.4 -1.0 -1.2 -0.31
C -1.791 3.185 -1.679 0.4 0.5 0.1 -0.05
C -2.472 -0.281 -0.463 -0.2 0.6 -1.2 -0.31
C -2.206 -0.505 -1.881 -0.6 0.8 0.5 -0.32
C -2.468 -1.775 -2.647 0.1 0.0 -0.2 -0.08
C -1.616 0.992 -3.900 0.4 0.1 0.0 -0.07
C -2.600 1.811 1.065 0.5 0.1 0.4 -0.06
C -3.139 -1.274 0.449 0.3 0.0 0.1 -0.05
Ti -0.168 -0.329 -0.838 0.1 1.8 1.1 0.52
Cl 0.720 1.605 0.360 -0.1 -0.1 0.0 0.01
Cl 1.439 0.176 -2.410 0.2 -0.1 -0.6 -0.01
O 0.210 -1.319 0.630 -0.8 -0.6 -2.5 -0.37
H -1.033 3.398 -2.431 0.1 0.1 0.0 0.08
H -1.535 3.717 -0.770 0.1 0.2 0.1 0.07
H -2.748 3.559 -2.045 -0.1 0.1 -0.1 0.08
H -1.803 2.522 1.322 -0.2 -0.1 0.0 0.05
H -2.653 1.074 1.880 -0.1 0.4 -0.1 0.08
H -3.559 2.357 0.984 0.3 -0.3 0.0 0.08
H -2.809 -1.086 1.493 -0.3 -0.3 -0.5 0.08
H -2.832 -2.299 0.148 -0.3 0.6 0.4 0.08
H -4.249 -1.174 0.369 0.7 -0.2 0.2 0.08
H -2.733 -2.562 -1.917 0.1 0.2 -0.6 0.07
H -1.498 -2.063 -3.111 -1.1 -0.1 0.0 0.07
H -3.274 -1.676 -3.405 0.3 0.1 0.4 0.08
H -0.770 1.660 -4.031 0.2 0.1 -0.3 0.06
H -2.504 1.454 -4.332 -0.1 0.1 -0.2 0.08
H -1.397 0.066 -4.433 0.0 0.0 0.1 0.08
H 0.097 -2.029 -0.174 0.4 -0.2 2.2 -0.01
O -0.228 -2.226 -1.642 1.9 -1.1 -0.2 -0.45
H 0.535 -2.751 -2.015 -1.0 1.3 0.7 0.05
Cl 5.375 -0.688 1.049 0.1 0.0 -1.6 0.64
C 5.303 -0.777 2.732 1.3 0.1 2.2 -0.73
C 6.465 -0.994 3.469 -1.0 0.3 -0.4 -0.20
C 6.458 -1.008 4.868 0.9 -0.2 1.3 -0.22
C 5.251 -0.726 5.586 -0.5 0.2 -0.5 -0.18
C 4.091 -0.537 4.836 0.6 0.0 0.6 -0.12
C 4.045 -0.643 3.385 -2.6 -0.7 -0.5 -0.39
C 2.807 -0.732 2.721 2.0 0.4 0.6 -0.06
H 7.383 -1.134 2.910 0.1 -0.1 0.1 0.07
H 7.403 -1.263 5.406 -0.8 0.4 -0.4 0.05
H 5.229 -0.617 6.720 0.1 -0.3 -1.6 0.08
H 3.116 -0.318 5.286 0.4 -0.1 0.2 0.08
H 1.874 -0.689 3.219 -0.6 0.1 0.9 0.00
H 2.691 -0.622 1.673 0.3 -0.1 -0.8 -0.04
```
Forces are in eV/Å.

Values from the calculation:
Charge = -2
Energy above the lowest of the compared OMol25 structures with the same formula, charge and spin = 0.012 eV
Kohn-Sham gap (alpha / beta) = 3.50 / 3.50 eV


4.
Molecular formula: C17H23F3N2O9
Method: DFT, ωB97M-V/def2-TZVPD

XYZ file:
```
54
Properties=species:S:1:pos:R:3:forces:R:3:lowdin_charge:R:1
O 0.380 -9.741 10.124 -4.1 -1.5 0.7 0.11
C -0.735 -10.251 10.393 7.3 2.9 -1.1 -0.57
O -1.838 -9.600 10.590 -0.5 3.3 -0.8 0.11
C -2.903 -10.474 10.540 -1.1 0.1 1.6 -0.06
C -2.179 -11.680 11.034 -1.1 -0.6 1.5 -0.40
F -2.709 -12.710 10.454 -1.0 -3.2 -1.5 0.12
O -0.867 -11.523 10.663 0.4 -1.3 -0.4 0.19
H -3.653 -10.159 11.266 -0.1 0.1 -0.1 0.15
H -3.377 -10.565 9.563 0.4 -0.2 -0.1 0.16
H -2.197 -11.888 12.104 -0.2 0.4 0.3 0.18
O 1.594 -8.793 19.810 -1.5 -1.9 -5.3 0.09
C 1.349 -9.249 18.645 1.2 3.7 5.6 -0.52
O 0.790 -8.602 17.629 -0.1 2.8 2.1 0.09
C 0.657 -9.405 16.545 -0.2 -1.3 -1.6 -0.09
C 1.665 -10.548 16.860 -1.1 1.3 -0.5 -0.27
F 2.911 -10.242 16.458 0.7 0.1 -0.8 0.09
O 1.704 -10.425 18.248 0.6 -3.6 0.2 0.16
H -0.383 -9.732 16.544 0.0 -0.6 -0.3 0.14
H 0.832 -8.819 15.643 0.3 -0.3 0.0 0.15
H 1.388 -11.519 16.449 0.1 -0.1 0.7 0.17
O 6.048 -13.150 25.056 -0.9 3.8 2.3 0.11
C 5.767 -12.099 25.664 0.4 -3.9 -1.9 -0.53
O 4.763 -11.968 26.546 0.2 1.3 0.7 0.07
C 4.759 -10.558 27.037 -0.9 -1.3 -0.6 0.00
C 5.706 -9.861 26.086 0.1 -0.7 0.7 -0.30
F 6.610 -9.152 26.815 0.0 0.4 -0.3 0.06
O 6.398 -10.932 25.491 0.4 0.7 -0.9 0.14
H 3.722 -10.227 26.964 0.2 0.0 0.0 0.14
H 5.109 -10.458 28.064 0.1 -0.4 -0.1 0.14
H 5.208 -9.224 25.355 0.4 0.1 -0.1 0.17
C 8.743 -9.420 19.648 0.0 -0.2 0.3 -0.11
C 9.932 -8.583 20.206 -1.3 -1.0 -1.1 -0.25
C 10.295 -7.405 19.300 1.2 -0.6 -1.1 -0.17
C 11.159 -7.937 18.138 -2.2 1.7 2.6 -0.22
N 11.741 -8.300 17.235 1.0 -0.7 -1.3 0.13
H 7.789 -8.892 19.666 0.1 0.2 0.1 0.07
H 8.625 -10.307 20.271 -0.1 0.0 0.2 0.07
H 8.855 -9.837 18.647 0.4 0.4 -0.2 0.07
H 10.764 -9.287 20.200 0.2 0.3 0.6 0.10
H 9.627 -8.296 21.213 0.5 0.2 0.0 0.11
H 10.856 -6.638 19.834 0.2 -0.1 -0.1 0.10
H 9.437 -6.899 18.858 -0.1 -0.2 0.0 0.11
C 4.535 -3.629 12.233 -0.6 0.7 -1.1 -0.08
C 3.790 -3.171 10.891 0.4 -2.3 1.4 -0.25
C 3.333 -1.757 10.881 0.9 1.6 0.3 -0.21
C 4.431 -0.822 11.214 1.5 0.9 0.3 -0.23
N 5.354 -0.147 11.424 -1.5 -1.0 -0.3 0.14
H 4.691 -4.706 12.297 0.0 0.0 -0.4 0.06
H 3.980 -3.372 13.135 -0.1 0.3 -0.1 0.07
H 5.500 -3.124 12.264 0.0 -0.1 0.1 0.06
H 2.870 -3.744 10.779 0.0 -0.3 0.0 0.10
H 4.414 -3.472 10.050 0.1 0.4 -0.1 0.11
H 2.562 -1.625 11.640 -0.2 0.1 -0.2 0.12
H 3.012 -1.420 9.895 -0.5 -0.2 0.1 0.12
```
Forces are in eV/Å.

Values from the calculation:
Charge = 0
Energy above the lowest of the compared OMol25 structures with the same formula, charge and spin = 1.115 eV
SMILES = O=C1OC[C@@H](F)O1.O=C1OC[C@@H](F)O1.O=C1OC[C@@H](F)O1.CCCC#N.CCCC#N
Kohn-Sham gap = 10.95 eV


5.
Molecular formula: C17H23F5GdNO3P2
Method: DFT, ωB97M-V/def2-TZVPD

XYZ file:
```
52
Properties=species:S:1:pos:R:3:forces:R:3:lowdin_charge:R:1
Gd 0.443 -0.131 -0.741 0.0 1.1 0.6 1.48
P -0.647 2.520 -0.472 0.3 0.6 0.4 0.85
C 1.129 2.742 0.049 0.8 -0.3 -0.5 -0.32
C 1.548 2.030 1.333 0.3 -0.2 -0.2 -0.32
N 1.390 0.681 1.330 0.1 0.2 0.8 -0.04
C 1.772 -0.051 2.404 -0.3 0.1 -0.2 -0.29
C 2.312 0.556 3.535 0.0 -0.3 -0.3 0.01
C 2.527 1.929 3.522 -0.1 -0.2 -0.1 0.01
C 2.159 2.674 2.407 -0.5 0.0 -0.4 0.02
C 1.533 -1.558 2.367 -0.2 0.0 0.2 -0.26
P 1.299 -2.336 0.705 0.7 -0.7 1.1 0.81
H 2.307 3.747 2.351 0.0 -0.1 0.1 0.13
H 2.572 -0.078 4.383 0.0 0.3 -0.2 0.14
H 2.972 2.408 4.381 0.0 0.1 0.0 0.13
H 2.383 -2.075 2.839 -0.3 0.1 0.0 0.11
H 0.618 -1.807 2.937 0.4 0.2 0.0 0.11
H 1.757 2.303 -0.839 -1.0 1.5 1.7 0.08
H 1.251 3.826 0.170 0.4 -0.3 -0.2 0.11
H 1.859 -0.078 -2.555 1.4 1.0 0.5 0.04
O 2.194 0.823 -1.914 0.4 -1.2 -1.2 -0.27
H 3.171 0.924 -1.957 -0.9 -0.1 -0.1 0.11
H 0.033 -1.256 -2.616 -0.2 -0.5 -1.0 0.03
O 1.282 -1.272 -2.630 -0.3 -1.4 -1.0 -0.25
H 1.610 -1.958 -3.259 -0.3 0.8 0.6 0.13
C 3.009 -2.803 0.310 0.2 0.1 -0.5 -0.24
H 3.377 -3.508 1.066 -0.1 0.2 -0.1 0.07
H 3.045 -3.278 -0.679 0.1 0.1 0.3 0.06
H 3.654 -1.915 0.296 -0.1 -0.2 0.0 0.06
C 0.522 -3.935 1.085 -0.5 -0.1 -0.2 -0.23
H 0.190 -4.398 0.142 0.1 0.1 0.4 0.06
H 1.235 -4.607 1.587 -0.2 0.3 -0.1 0.07
H -0.357 -3.775 1.727 0.2 -0.1 -0.2 0.06
C -1.585 3.096 0.971 -0.4 -0.2 0.2 -0.23
H -1.639 4.194 0.964 0.0 -0.3 0.1 0.06
H -2.603 2.680 0.920 0.3 0.3 0.1 0.06
H -1.106 2.754 1.897 -0.2 0.0 -0.2 0.05
C -0.870 3.884 -1.670 -0.1 -0.2 -0.5 -0.23
H -1.759 3.664 -2.284 0.4 0.2 0.2 0.06
H -1.023 4.837 -1.139 0.1 -0.4 -0.2 0.07
H 0.008 3.958 -2.330 -0.4 0.0 0.2 0.06
F -6.316 -1.415 -1.199 1.3 0.0 -0.2 0.15
C -4.991 -1.387 -1.440 -0.7 0.1 0.2 -0.09
C -4.513 -1.659 -2.726 -0.9 -0.4 -0.8 -0.09
F -5.393 -1.940 -3.713 1.0 0.3 1.1 0.15
C -3.153 -1.620 -3.001 0.4 0.1 -0.5 -0.10
F -2.671 -1.805 -4.255 -0.6 0.2 1.3 0.13
C -2.262 -1.263 -1.987 0.6 0.7 -0.4 -0.18
O -1.005 -0.785 -2.321 -0.9 -0.7 0.5 -0.21
C -2.748 -1.057 -0.692 0.2 0.3 0.2 -0.09
F -1.850 -0.659 0.326 -0.5 -0.4 -1.1 -0.05
C -4.100 -1.068 -0.406 -0.7 0.0 0.4 -0.11
F -4.567 -0.751 0.821 0.6 -0.4 -1.1 0.13
```
Forces are in eV/Å.

Values from the calculation:
Charge = +2
<S²> = 16.036
Kohn-Sham gap (alpha / beta) = 8.68 / 5.26 eV
2S+1 = 8